1.
{
  "formula": "C44H43As2ClF6N5O9PbS3Si",
  "method": "wB97M-V/def2-TZVPD",
  "species": ["Pb", "O", "C", "O", "C", "C", "Cl", "N", "N", "C", "C", "O", "O", "C", "C", "C", "C", "C", "C", "H", "H", "H", "H", "H", "H", "C", "As", "C", "C", "C", "C", "C", "C", "C", "As", "C", "C", "H", "H", "H", "H", "H", "H", "H", "H", "H", "H", "H", "H", "H", "H", "H", "H", "F", "C", "F", "F", "S", "O", "O", "N", "S", "O", "O", "C", "F", "F", "F", "O", "Si", "C", "C", "C", "C", "C", "C", "C", "C", "C", "C", "C", "C", "C", "C", "C", "C", "C", "C", "H", "H", "H", "H", "H", "H", "H", "H", "H", "H", "H", "H", "H", "H", "H", "S", "C", "N", "C", "C", "N", "H", "H", "H", "H", "H", "H"],
  "positions_angstrom": [[-0.092, 1.356, -0.817], [-1.134, 2.388, 5.529], [-1.288, 1.078, 5.590], [-1.546, 0.511, 6.625], [-1.113, 0.333, 4.308], [-1.090, -1.046, 4.185], [-1.113, -2.205, 5.431], [-0.936, -1.349, 2.867], [-0.864, -0.229, 2.133], [-0.972, 0.779, 2.966], [-0.935, 2.170, 2.403], [-0.820, 3.126, 3.195], [-1.087, 2.264, 1.162], [-0.844, -2.596, 2.171], [-0.166, -2.595, 0.959], [-0.041, -3.771, 0.240], [-0.575, -4.953, 0.728], [-1.270, -4.941, 1.928], [-1.417, -3.768, 2.653], [-1.018, 2.697, 4.572], [0.295, -1.680, 0.605], [0.491, -3.753, -0.702], [-0.454, -5.876, 0.177], [-1.709, -5.853, 2.311], [-1.992, -3.773, 3.562], [-5.395, 2.543, -1.043], [-3.540, 2.295, -0.403], [-3.434, 4.033, 0.508], [-4.022, 1.114, 1.098], [-4.619, 1.643, 2.238], [-4.894, 0.852, 3.344], [-4.592, -0.500, 3.306], [-4.035, -1.048, 2.160], [-3.738, -0.260, 1.050], [-2.855, -1.063, -0.520], [-3.464, -2.920, -0.255], [-4.273, -0.711, -1.844], [-6.027, 2.814, -0.197], [-5.784, 1.642, -1.509], [-5.408, 3.351, -1.776], [-4.395, 4.547, 0.480], [-2.692, 4.639, -0.011], [-3.095, 3.918, 1.535], [-4.865, 2.698, 2.275], [-5.336, 1.289, 4.230], [-4.783, -1.128, 4.168], [-3.816, -2.108, 2.142], [-2.955, -3.417, 0.569], [-3.236, -3.465, -1.172], [-4.541, -2.934, -0.085], [-5.241, -0.633, -1.350], [-4.294, -1.542, -2.549], [-4.059, 0.199, -2.401], [-1.916, 0.963, -7.245], [-2.197, 0.446, -6.052], [-3.461, 0.737, -5.750], [-2.081, -0.882, -6.133], [-1.041, 1.061, -4.753], [-1.502, 0.435, -3.537], [0.279, 0.731, -5.204], [-1.410, 2.595, -4.871], [-0.579, 3.637, -4.048], [-0.001, 3.077, -2.844], [0.249, 4.495, -4.837], [-1.944, 4.737, -3.450], [-1.508, 5.480, -2.434], [-2.998, 4.032, -3.029], [-2.344, 5.546, -4.429], [1.625, -0.136, -0.222], [2.903, -0.904, -0.823], [3.414, -2.377, 0.255], [3.731, -3.623, -0.288], [4.042, -4.708, 0.524], [4.039, -4.568, 1.904], [3.735, -3.337, 2.468], [3.430, -2.262, 1.648], [4.386, 0.262, -0.847], [4.371, 1.382, -1.684], [5.391, 2.319, -1.653], [6.460, 2.151, -0.784], [6.507, 1.040, 0.044], [5.477, 0.108, 0.012], [2.554, -1.530, -2.554], [3.567, -1.892, -3.444], [3.268, -2.356, -4.716], [1.944, -2.461, -5.123], [0.923, -2.109, -4.254], [1.230, -1.653, -2.980], [3.722, -3.755, -1.363], [4.278, -5.667, 0.078], [4.264, -5.416, 2.539], [3.724, -3.221, 3.545], [3.185, -1.307, 2.104], [3.539, 1.529, -2.365], [5.350, 3.184, -2.303], [7.255, 2.886, -0.753], [7.345, 0.899, 0.716], [5.521, -0.753, 0.668], [4.605, -1.801, -3.139], [4.066, -2.626, -5.397], [1.710, -2.805, -6.123], [-0.111, -2.170, -4.570], [0.423, -1.372, -2.310], [1.799, 3.284, -0.111], [2.300, 2.720, 1.403], [2.650, 3.532, 2.422], [2.844, 2.765, 3.652], [2.952, 1.322, 3.118], [2.456, 1.456, 1.757], [2.285, 4.469, 2.434], [1.995, 2.883, 4.327], [3.751, 3.082, 4.164], [2.341, 0.625, 3.690], [3.984, 0.964, 3.115], [2.309, 0.699, 1.069]],
  "homo_lumo_gap_ev": 8.37,
  "relative_energy_kcal_mol": 0.0,
  "largest_force_ev_per_a": 0.608,
  "total_charge": -1
}

2.
{
  "formula": "C9H13BF4KN8O2S2",
  "method": "wB97M-V/def2-TZVPD",
  "species": ["K", "C", "S", "C", "S", "N", "N", "C", "C", "C", "C", "C", "C", "N", "H", "H", "H", "H", "H", "H", "H", "H", "N", "N", "C", "N", "N", "N", "O", "O", "H", "H", "H", "H", "H", "F", "B", "F", "F", "F"],
  "positions_angstrom": [[0.717, -1.203, 0.075], [-0.507, -4.468, 3.927], [0.905, -3.369, 3.774], [0.165, -1.859, 3.144], [-1.479, -1.714, 2.882], [1.126, -0.970, 2.952], [0.666, 0.177, 2.341], [1.267, 1.253, 2.651], [0.951, 2.493, 1.941], [1.340, 3.719, 2.486], [1.020, 4.890, 1.821], [0.329, 4.805, 0.624], [-0.002, 3.544, 0.144], [0.297, 2.414, 0.771], [-0.129, -5.399, 4.352], [-0.952, -4.664, 2.955], [-1.264, -4.048, 4.585], [2.009, 1.291, 3.450], [1.877, 3.741, 3.426], [1.308, 5.849, 2.233], [0.053, 5.684, 0.057], [-0.528, 3.434, -0.800], [-1.346, 1.071, -1.747], [-1.764, 0.257, -2.804], [-1.567, -1.085, -2.831], [-1.661, -1.657, -4.052], [-1.366, -1.641, -1.655], [-1.136, -2.980, -1.578], [-0.611, -3.322, -0.526], [-1.439, -3.770, -2.468], [-0.347, 0.965, -1.587], [-1.838, 0.809, -0.902], [-1.701, 0.728, -3.691], [-1.249, -1.103, -4.787], [-1.427, -2.638, -4.081], [2.954, -0.027, -3.914], [1.677, -0.244, -3.441], [1.647, -0.012, -2.018], [1.261, -1.576, -3.668], [0.741, 0.627, -4.041]],
  "homo_lumo_gap_ev": 7.16,
  "largest_force_ev_per_a": 0.635,
  "total_charge": -1
}

3.
{
  "formula": "C5H8N2",
  "method": "wB97M-V/def2-TZVPD",
  "species": ["C", "C", "C", "N", "C", "C", "N", "H", "H", "H", "H", "H", "H", "H", "H"],
  "positions_angstrom": [[-1.893, -0.696, -1.399], [-1.057, -0.671, -0.184], [0.290, -0.631, -0.308], [0.735, 0.190, 0.677], [2.073, 0.696, 0.681], [-0.343, 0.499, 1.449], [-1.453, -0.028, 0.977], [-2.921, -0.855, -1.126], [-1.752, 0.312, -1.825], [-1.501, -1.390, -2.158], [0.861, -0.996, -1.145], [2.285, 1.178, -0.281], [2.159, 1.420, 1.487], [2.747, -0.147, 0.824], [-0.229, 1.118, 2.332]],
  "homo_lumo_gap_ev": 9.15,
  "relative_energy_kcal_mol": 17.9,
  "largest_force_ev_per_a": 0.671,
  "total_charge": 0
}

4.
{
  "formula": "C4H6O3Ru",
  "method": "wB97M-V/def2-TZVPD",
  "species": ["O", "O", "O", "C", "C", "C", "H", "H", "H", "Ru", "C", "H", "H", "H"],
  "positions_angstrom": [[-0.986, -0.997, -0.796], [0.221, 0.681, 0.088], [1.218, -1.159, -0.415], [-0.979, 1.337, 0.513], [-0.598, 2.650, 1.093], [0.096, -0.501, -0.453], [-1.339, 2.959, 1.842], [0.393, 2.610, 1.581], [-0.542, 3.440, 0.322], [-2.481, 0.047, 0.020], [1.234, -2.517, -0.872], [1.172, -2.561, -1.965], [0.400, -3.065, -0.420], [2.191, -2.922, -0.536]],
  "homo_lumo_gap_ev": [6.68, 6.41],
  "relative_energy_kcal_mol": 0.0,
  "largest_force_ev_per_a": 5.494,
  "total_charge": 2,
  "multiplicity": 7
}

5.
{
  "formula": "C26H54O14",
  "method": "wB97M-V/def2-TZVPD",
  "species": ["C", "C", "C", "C", "C", "C", "H", "H", "H", "H", "H", "H", "C", "C", "C", "C", "C", "C", "H", "H", "H", "H", "H", "H", "O", "C", "C", "O", "H", "H", "H", "H", "H", "H", "O", "C", "C", "O", "H", "H", "H", "H", "H", "H", "O", "C", "C", "O", "H", "H", "H", "H", "H", "H", "O", "C", "C", "O", "H", "H", "H", "H", "H", "H", "O", "C", "C", "O", "H", "H", "H", "H", "H", "H", "O", "C", "C", "O", "H", "H", "H", "H", "H", "H", "O", "C", "C", "O", "H", "H", "H", "H", "H", "H"],
  "positions_angstrom": [[-5.261, -0.951, 3.802], [-4.025, -0.839, 3.147], [-3.492, -1.921, 2.435], [-4.185, -3.140, 2.485], [-5.304, -3.262, 3.297], [-5.821, -2.183, 3.959], [-5.740, -0.054, 4.165], [-3.542, 0.107, 2.952], [-2.545, -1.917, 1.917], [-3.870, -4.069, 2.032], [-5.904, -4.148, 3.443], [-6.660, -2.425, 4.595], [0.902, -4.131, -1.931], [2.082, -4.676, -2.423], [2.018, -5.925, -3.070], [0.760, -6.505, -3.307], [-0.433, -5.903, -2.845], [-0.323, -4.701, -2.215], [1.009, -3.206, -1.384], [3.002, -4.111, -2.414], [2.955, -6.379, -3.358], [0.656, -7.389, -3.918], [-1.359, -6.404, -3.088], [-1.180, -4.113, -1.920], [2.347, 3.141, -1.776], [2.246, 3.130, -3.196], [1.020, 3.898, -3.754], [-0.221, 3.293, -3.322], [1.738, 2.490, -1.420], [3.186, 3.481, -3.621], [2.047, 2.116, -3.544], [1.064, 3.734, -4.831], [0.882, 4.935, -3.447], [-0.320, 3.668, -2.444], [3.554, -4.359, 2.130], [2.388, -3.913, 1.431], [2.497, -2.441, 0.999], [2.442, -1.683, 2.178], [4.105, -4.820, 1.492], [2.201, -4.604, 0.609], [1.540, -4.031, 2.106], [1.593, -2.255, 0.419], [3.294, -2.140, 0.319], [3.090, -1.960, 2.829], [0.018, 5.961, 1.799], [-1.101, 5.020, 1.555], [-0.629, 4.001, 0.469], [-0.423, 4.621, -0.795], [0.340, 6.285, 0.955], [-1.360, 4.541, 2.499], [-1.979, 5.578, 1.230], [-1.176, 3.058, 0.491], [0.363, 3.565, 0.591], [0.278, 5.275, -0.758], [2.886, -0.773, -2.896], [4.284, -0.734, -2.472], [4.630, 0.409, -1.513], [4.336, 0.146, -0.191], [2.321, -0.541, -2.155], [4.589, -1.633, -1.937], [4.913, -0.651, -3.358], [4.018, 1.258, -1.817], [5.691, 0.644, -1.600], [3.854, 0.906, 0.142], [1.013, 0.551, 1.511], [1.530, 1.416, 2.526], [3.122, 1.564, 2.320], [3.383, 2.397, 1.173], [1.374, -0.272, 1.847], [1.016, 2.373, 2.429], [1.290, 0.943, 3.478], [3.597, 0.590, 2.209], [3.617, 2.110, 3.123], [3.011, 3.239, 1.448], [-3.195, 2.215, 1.538], [-4.130, 3.084, 1.059], [-5.386, 2.292, 0.685], [-5.084, 1.256, -0.293], [-3.305, 1.399, 1.043], [-4.293, 3.938, 1.717], [-3.643, 3.469, 0.162], [-6.096, 2.955, 0.190], [-5.824, 1.784, 1.544], [-5.742, 0.563, -0.390], [0.895, 0.638, -1.188], [-0.189, -0.112, -1.621], [-1.423, 0.224, -0.881], [-1.489, -0.041, 0.536], [0.884, 0.711, -0.231], [-0.422, 0.011, -2.679], [0.056, -1.172, -1.551], [-2.183, -0.331, -1.431], [-1.708, 1.260, -1.065], [-0.958, 0.579, 1.041]],
  "homo_lumo_gap_ev": 9.63,
  "largest_force_ev_per_a": 2.733,
  "total_charge": 0
}

6.
{
  "formula": "C5H8N2",
  "method": "wB97M-V/def2-TZVPD",
  "species": ["C", "C", "C", "N", "N", "C", "C", "H", "H", "H", "H", "H", "H", "H", "H"],
  "positions_angstrom": [[0.187, -0.395, 2.459], [-0.013, -0.375, 0.970], [-0.402, -1.436, 0.117], [-0.436, -1.075, -1.158], [-0.063, 0.208, -1.156], [-0.013, 0.956, -2.390], [0.189, 0.668, 0.091], [0.164, 0.614, 2.881], [1.154, -0.837, 2.722], [-0.593, -0.980, 2.956], [-0.664, -2.450, 0.385], [-0.867, 1.635, -2.470], [-0.041, 0.241, -3.211], [0.916, 1.530, -2.445], [0.482, 1.696, 0.250]],
  "homo_lumo_gap_ev": 9.86,
  "relative_energy_kcal_mol": 12.9,
  "largest_force_ev_per_a": 0.198,
  "total_charge": 0
}

Which formula does entry 5 have? C26H54O14